Formula: C6H11NO2Si
Source: the OMol25 dataset
Level of theory: ωB97M-V/def2-TZVPD

Last columns: bonded neighbours and bond lengths (Å).
Atoms and positions in Å:
1 C 2.2210 -0.5157 -1.3085  C2 1.600, H11 1.104, H12 1.155, H13 1.175
2 C 0.6906 -0.0779 -1.4693  C1 1.600, Si3 1.936, H14 1.094, H15 1.124
3 Si 0.1039 0.5770 0.2552  C2 1.936, C4 1.828, C5 1.942, O10 1.666
4 C 0.9439 2.0827 0.8625  Si3 1.828, H16 0.987, H17 1.070, H18 1.061
5 C -0.2613 -0.8677 1.5011  Si3 1.942, C6 1.352, H19 1.091
6 C -1.4547 -1.4414 1.2276  C5 1.352, C7 1.370, H20 1.108
7 C -2.3059 -1.0736 0.2189  C6 1.370, N8 1.337, H21 1.130
8 N -2.3919 0.1066 -0.4039  C7 1.337, O9 1.214, O10 1.314
9 O -3.2725 0.4681 -1.1577  N8 1.214
10 O -1.4531 0.9948 -0.1648  Si3 1.666, N8 1.314
11 H 2.5433 -1.3138 -1.9991  C1 1.104
12 H 3.0278 0.3085 -1.2496  C1 1.155
13 H 2.2068 -0.9842 -0.2307  C1 1.175
14 H 0.0945 -0.9952 -1.4961  C2 1.094
15 H 0.5907 0.7239 -2.2509  C2 1.124
16 H 0.7509 2.9622 0.4576  C4 0.987
17 H 0.7417 2.0919 1.9136  C4 1.070
18 H 1.9862 1.8968 0.7880  C4 1.061
19 H 0.2638 -1.0649 2.4371  C5 1.091
20 H -1.7797 -2.1904 1.9766  C6 1.108
21 H -3.2460 -1.6876 0.0924  C7 1.130

The value obtained for the maximum force is 4.82 eV Å⁻¹. The SMILES is CC[Si@]1(C)C=CC=[N+]([O-])O1. Its charge is 0. The calculation puts the total energy at -19859.7428 eV. The HOMO-LUMO gap (spin up / spin down) comes out at 8.349 / 8.348 eV. Its energy above the lowest of the compared OMol25 structures with the same formula, charge and spin is 131.9 kJ/mol.

Mulliken population analysis, charges in e, atoms 1 to 8:
1. C -0.97
2. C -0.33
3. Si 0.25
4. C -1.21
5. C -0.38
6. C -0.44
7. C -0.26
8. N 0.81